{
  "formula": "C3H12O3S",
  "method": "wB97M-V/def2-TZVPD",
  "species": ["O", "C", "C", "C", "S", "H", "H", "H", "H", "H", "H", "H", "H", "O", "H", "H", "O", "H", "H"],
  "positions_angstrom": [[0.0211, -0.6886, -0.0883], [-1.2063, -0.0655, 0.2667], [-1.3049, 1.3848, -0.1780], [-0.3082, 2.2548, 0.5884], [-0.0198, 3.9007, -0.1292], [0.1110, -0.6674, -1.0488], [-2.0782, -0.6314, -0.0332], [-1.1825, -0.0507, 1.3594], [-1.1500, 1.5493, -1.2477], [-2.3113, 1.7235, 0.0984], [0.6851, 1.7985, 0.6185], [-0.6271, 2.3761, 1.6258], [-1.3073, 4.2202, -0.3182], [1.4346, -2.9136, -2.0289], [1.7501, -3.7732, -1.7141], [1.2179, -2.5291, -1.1687], [2.3516, -2.9152, 1.0909], [2.5356, -1.9886, 1.2724], [1.3889, -2.9844, 1.0345]],
  "forces_ev_per_angstrom": [[0.1, -0.2, -0.3], [0.4, 0.5, 0.6], [0.1, 0.4, 0.4], [0.2, 0.1, 0.2], [-0.1, -0.1, -0.1], [0.0, 0.0, 0.0], [-0.2, -0.3, -0.3], [-0.2, -0.2, 0.0], [-0.2, -0.3, 0.0], [0.0, 0.0, -0.3], [-0.1, 0.0, -0.1], [0.0, -0.1, -0.1], [0.0, 0.0, 0.0], [-0.1, -0.3, 0.7], [0.1, 0.0, -0.5], [0.0, 0.3, -0.2], [-0.2, -0.2, -0.1], [-0.1, 0.0, 0.0], [0.2, 0.2, 0.2]],
  "total_charge": 0,
  "lumo_energy_ev": 0.57,
  "orbital_gap_ev": 9.80
}

***

{
  "formula": "C3H12O4",
  "method": "wB97M-V/def2-TZVPD",
  "species": ["O", "C", "C", "C", "O", "H", "H", "H", "H", "H", "H", "H", "H", "O", "H", "H", "O", "H", "H"],
  "positions_angstrom": [[1.7039, -1.9682, -2.0813], [0.6667, -1.5135, -1.1864], [-0.0717, -0.2795, -1.6796], [0.9424, 0.9246, -1.5830], [0.6869, 1.9970, -2.4709], [2.2775, -2.5863, -1.6128], [0.0322, -2.4661, -1.0758], [1.1536, -1.5046, -0.2084], [-0.3670, -0.2998, -2.7336], [-0.8768, -0.1003, -0.9427], [0.8406, 1.3250, -0.5730], [1.8801, 0.5230, -1.9962], [-0.2076, 2.3565, -2.2857], [-0.0218, 0.7998, 3.3052], [0.8314, 0.5355, 2.9455], [-0.6380, 0.6118, 2.5851], [-3.4146, 0.0758, 4.2441], [-2.5310, 0.3524, 3.9680], [-3.3690, -0.8210, 4.5843]],
  "forces_ev_per_angstrom": [[0.1, 0.8, -0.5], [-0.2, -3.6, -0.2], [1.5, 1.0, 0.9], [-1.0, -0.7, -0.9], [-1.3, 0.5, -0.2], [-0.2, 0.2, -0.1], [-0.1, 1.7, -0.2], [-0.3, 1.2, 0.3], [-0.3, -0.6, 0.3], [-0.1, -0.1, -0.8], [1.1, -0.3, 0.3], [0.1, 0.3, 1.2], [0.8, -0.3, -0.2], [-0.2, -0.1, -0.3], [0.0, 0.0, 0.1], [0.1, 0.1, 0.1], [-0.2, 0.3, -0.2], [-0.1, -0.3, 0.4], [0.3, 0.0, 0.0]],
  "total_charge": 0,
  "lumo_energy_ev": 0.16,
  "orbital_gap_ev": 10.18
}

***

{
  "formula": "C3H12O4",
  "method": "wB97M-V/def2-TZVPD",
  "species": ["C", "C", "C", "O", "H", "H", "H", "H", "H", "H", "O", "H", "H", "O", "H", "H", "O", "H", "H"],
  "positions_angstrom": [[0.0568, -0.3535, -2.3921], [1.3717, -0.2897, -1.9989], [1.9496, 0.6372, -0.9796], [0.9786, 1.3685, -0.1822], [-0.2153, -0.7184, -3.3780], [-0.7376, -0.0455, -1.7182], [2.1513, -0.7384, -2.5949], [2.6094, 1.2889, -1.5873], [2.6002, 0.0471, -0.3363], [0.5302, 1.7715, -0.9083], [-0.6531, -1.5238, 0.6542], [0.2435, -1.4954, 0.9767], [-1.1546, -1.7688, 1.4473], [-1.8874, 0.8548, 0.1293], [-2.7255, 0.8007, 0.6026], [-1.5011, -0.0184, 0.4748], [-0.9767, -0.0450, 3.5890], [-1.8827, -0.3148, 3.8553], [-0.7572, 0.5430, 4.3466]],
  "forces_ev_per_angstrom": [[2.2, 0.0, 0.9], [-2.6, 0.5, -1.2], [-0.2, -0.5, 0.8], [2.1, -1.3, -0.8], [0.1, -0.5, 0.3], [0.1, 0.4, -0.3], [0.1, -0.1, -0.4], [-0.2, 0.1, 0.5], [0.1, 0.3, 0.5], [-1.4, 0.9, -0.3], [-0.8, -0.5, 0.4], [0.6, 0.3, 0.0], [0.2, 0.0, -0.2], [-0.1, -1.8, 1.0], [-0.3, 0.6, -0.2], [0.2, 1.6, -1.0], [-0.9, 0.3, 1.3], [0.7, 0.1, -0.5], [0.2, -0.5, -0.9]],
  "total_charge": 0,
  "lumo_energy_ev": 0.33,
  "orbital_gap_ev": 9.37
}

***

{
  "formula": "C3H12O5",
  "method": "wB97M-V/def2-TZVPD",
  "species": ["C", "C", "C", "O", "O", "H", "H", "H", "H", "H", "H", "O", "H", "H", "O", "H", "H", "O", "H", "H"],
  "positions_angstrom": [[0.1192, 1.9538, 1.8914], [-0.5009, 2.0360, 0.5467], [-0.9044, 0.7231, 0.0202], [-1.1591, -0.2635, 0.5564], [-1.2887, 0.9218, -1.2941], [0.6307, 3.0046, 2.0801], [0.8299, 1.2078, 1.8407], [-0.5087, 1.6828, 2.5839], [-1.4952, 2.6533, 0.5138], [0.1828, 2.4765, -0.2343], [-1.6217, 0.0530, -1.7661], [1.4881, -2.0897, -1.4571], [2.4776, -1.9882, -1.4571], [1.1953, -2.3004, -0.5276], [1.5736, -1.7454, 1.0502], [1.2366, -0.8828, 1.0153], [0.8334, -2.3581, 1.3523], [-1.3939, -1.6019, -2.4221], [-0.4934, -1.5591, -2.7233], [-1.2012, -1.9236, -1.5693]],
  "forces_ev_per_angstrom": [[3.3, 4.9, -3.1], [-0.8, 1.8, -1.2], [-1.9, 4.0, -5.0], [0.0, -4.9, 3.2], [0.0, -1.5, -0.6], [-1.0, -2.3, 0.2], [2.1, -1.4, 0.2], [-3.6, -1.0, 4.0], [1.9, -0.9, 0.1], [-0.7, -0.2, 0.9], [1.0, 1.6, 1.3], [0.5, -0.3, -0.2], [-1.7, -0.3, 0.4], [1.3, 0.6, -1.4], [-0.4, -3.5, 1.3], [-1.2, 1.8, 0.1], [1.3, 1.6, -0.2], [-0.7, 0.6, -1.1], [0.9, 0.2, -0.9], [-0.2, -0.8, 2.1]],
  "total_charge": 0,
  "lumo_energy_ev": 0.44,
  "orbital_gap_ev": 11.07
}

***

{
  "formula": "C3H12OSb",
  "method": "wB97M-V/def2-TZVPD",
  "species": ["C", "C", "C", "Sb", "O", "H", "H", "H", "H", "H", "H", "H", "H", "H", "H", "H", "H"],
  "positions_angstrom": [[2.7182, -0.1451, 0.1821], [1.2682, -0.3390, -0.2639], [0.3240, 0.7351, 0.2374], [-1.7908, 0.1973, -0.0706], [-3.7580, -0.3909, -0.3329], [3.3788, -0.9355, -0.1880], [3.1127, 0.8124, -0.1714], [2.7853, -0.1326, 1.2736], [1.2284, -0.3898, -1.3558], [0.9166, -1.3182, 0.0849], [0.4468, 0.8912, 1.3146], [0.5006, 1.6940, -0.2614], [-2.1225, 1.5313, -1.1794], [-2.3224, 1.1883, 1.2883], [-1.5698, -1.2129, 1.0215], [-1.3315, -0.8510, -1.4356], [-3.7844, -1.3345, -0.1437]],
  "forces_ev_per_angstrom": [[0.0, 0.1, 0.0], [0.1, -0.1, 0.0], [0.0, 0.1, 0.0], [-0.1, -0.1, -0.1], [0.0, 0.0, 0.0], [0.0, 0.0, 0.0], [0.0, 0.0, 0.0], [0.0, 0.0, 0.0], [0.0, 0.0, 0.0], [0.0, 0.0, 0.0], [0.0, 0.0, 0.0], [0.0, 0.0, 0.0], [0.0, 0.0, 0.0], [0.0, 0.0, 0.0], [0.0, 0.0, 0.0], [0.0, 0.0, 0.0], [0.0, 0.0, 0.0]],
  "total_charge": -1,
  "lumo_energy_ev": 3.89,
  "orbital_gap_ev": 7.35
}

***

{
  "formula": "C3H12P2Si",
  "method": "wB97M-V/def2-TZVPD",
  "species": ["C", "Si", "C", "P", "H", "H", "H", "H", "H", "H", "H", "C", "P", "H", "H", "H", "H", "H"],
  "positions_angstrom": [[0.2261, 0.6107, -1.7860], [0.9518, 1.4167, -0.1852], [1.9724, 2.9360, -0.8918], [0.7292, 0.6823, 1.7487], [-0.3840, 1.2824, -2.3038], [0.9819, 0.0855, -2.3211], [-0.4118, -0.1611, -1.4472], [1.5171, 3.4347, -1.6741], [2.0830, 3.8390, -0.2765], [2.8690, 2.5602, -1.3471], [1.2415, 1.7608, 2.5583], [-1.2564, -3.1375, 1.3958], [-1.7860, -1.4704, 0.7723], [-1.8940, -3.9361, 1.0014], [-0.2817, -3.3291, 1.0259], [-1.1936, -3.1753, 2.5032], [-2.8737, -1.6073, 1.6008], [-2.4907, -1.7914, -0.3735]],
  "forces_ev_per_angstrom": [[0.9, -0.5, 2.8], [0.6, 1.4, -1.2], [-0.6, -0.5, 2.0], [-0.2, 0.1, 0.2], [-0.5, 1.2, -1.2], [0.7, 0.1, -0.9], [-0.9, -0.9, 0.4], [-1.7, 0.3, -2.2], [0.8, -0.8, 0.7], [0.9, -0.1, 0.3], [0.2, -0.1, -0.8], [-0.2, -0.4, -0.1], [0.7, 0.0, 0.9], [0.0, 0.1, 0.4], [1.1, -0.3, -0.3], [-0.3, 0.2, -0.7], [-1.1, 0.7, 0.3], [-0.4, -0.6, -0.6]],
  "total_charge": 0,
  "lumo_energy_ev": 0.45,
  "orbital_gap_ev": 8.43
}

***

{
  "formula": "C3H13Ba3O4",
  "method": "wB97M-V/def2-TZVPD",
  "species": ["Ba", "Ba", "Ba", "O", "H", "C", "O", "H", "H", "H", "H", "C", "O", "H", "H", "H", "H", "C", "O", "H", "H", "H", "H"],
  "positions_angstrom": [[-2.7366, -3.0508, 2.1969], [1.0509, -1.8736, 3.3358], [0.4082, -3.1107, -0.4013], [-0.7776, -1.5093, 1.3503], [-0.6845, -0.6493, 0.8739], [1.0579, -0.3883, -2.9657], [0.4075, -0.8018, -1.6820], [1.6742, 0.4950, -2.7930], [1.7429, -1.1729, -3.2857], [0.3044, -0.1866, -3.7187], [-0.0018, 0.0175, -1.3020], [-2.4018, 0.7170, -0.6995], [-1.0565, 1.1821, -0.5485], [-2.3675, -0.2777, -1.1382], [-2.8314, 0.5638, 0.3185], [-3.1748, 1.3411, -1.1441], [-1.0517, 2.1054, -0.2536], [1.5496, 1.0858, 1.6501], [2.1456, 0.5329, 2.8511], [0.4836, 1.2763, 1.7953], [2.0452, 2.0235, 1.4019], [1.6962, 0.4054, 0.8008], [2.5180, 1.2754, 3.3576]],
  "forces_ev_per_angstrom": [[-2.3, 0.4, 0.2], [1.8, 2.1, 1.5], [0.9, 0.7, -3.1], [0.4, -1.5, 0.5], [-0.4, 0.0, 0.3], [0.5, 0.1, 0.0], [0.2, -0.5, 0.5], [-0.2, 0.0, 0.1], [-0.3, -0.2, 0.0], [-0.1, -0.1, 0.0], [0.0, -0.1, -0.3], [-0.9, -0.6, 1.9], [-0.2, -0.2, 0.0], [0.1, 0.2, -0.6], [0.2, 0.0, -0.2], [0.7, 0.4, -0.7], [0.0, 0.1, -0.3], [0.0, 0.3, -0.1], [-0.7, -0.7, 0.0], [0.0, 0.1, 0.1], [0.0, 0.0, -0.1], [0.2, 0.0, 0.2], [0.2, -0.2, 0.2]],
  "total_charge": 5,
  "lumo_energy_ev": -19.20,
  "orbital_gap_ev": 6.04
}

***

{
  "formula": "C3H13CdN2O2",
  "method": "wB97M-V/def2-TZVPD",
  "species": ["C", "Cd", "N", "H", "H", "H", "H", "H", "H", "H", "H", "N", "C", "C", "O", "O", "H", "H", "H", "H", "H"],
  "positions_angstrom": [[1.1144, -2.9734, -1.9338], [0.1307, -0.2549, -1.4288], [0.4710, 2.2672, -0.9555], [-0.0341, 0.0749, -3.0758], [-0.4711, 2.5733, -0.7214], [1.5806, -2.0272, -2.2472], [0.7921, -3.5623, -2.8004], [0.2368, -2.7913, -1.2948], [1.8574, -3.5447, -1.3700], [1.1433, 2.7367, -0.3502], [0.6664, 2.5401, -1.9188], [0.0982, 1.0575, 2.1492], [-1.3475, 0.8735, 1.7848], [-1.3892, -0.5911, 1.3797], [-2.1861, -1.3572, 1.9011], [-0.4099, -0.8711, 0.5452], [0.3044, 0.3943, 2.9130], [0.3247, 2.0004, 2.4833], [0.6861, 0.8097, 1.3303], [-1.9537, 1.1050, 2.6607], [-1.6147, 1.5405, 0.9494]],
  "forces_ev_per_angstrom": [[0.0, -0.4, 0.0], [1.1, 0.8, 0.3], [0.0, 0.1, -0.3], [-0.6, -0.1, -0.6], [0.1, 0.4, 0.1], [-0.1, -0.4, 0.0], [0.1, 0.2, 0.0], [0.4, -0.1, -0.1], [-0.2, 0.1, 0.0], [-0.2, -0.1, 0.1], [0.0, 0.0, 0.1], [-0.5, -0.2, -0.1], [0.1, 0.1, 0.1], [0.5, -0.6, -0.5], [0.1, 0.2, -0.5], [-1.7, -0.5, 1.0], [0.3, 0.0, 0.1], [0.2, 0.9, 0.2], [0.2, 0.0, -0.1], [0.0, -0.1, -0.2], [0.2, -0.1, 0.3]],
  "total_charge": -1,
  "lumo_energy_ev": [3.75, 3.37],
  "orbital_gap_ev": [3.97, 3.65]
}

***

{
  "formula": "C3H13CuN2O",
  "method": "wB97M-V/def2-TZVPD",
  "species": ["C", "Cu", "N", "N", "H", "H", "H", "H", "H", "H", "H", "H", "H", "H", "C", "C", "O", "H", "H", "H"],
  "positions_angstrom": [[2.2011, -0.0811, 0.9727], [-0.0326, 0.1342, -0.4894], [-1.2462, -0.7669, -1.9401], [0.7241, 1.8055, -1.3721], [-2.2158, -0.6800, -1.6280], [1.5223, -0.4383, 0.1364], [2.5545, -0.9798, 1.4874], [1.7115, 0.5660, 1.7038], [3.0541, 0.4517, 0.5380], [-0.0458, 2.4741, -1.4299], [1.0788, 1.6463, -2.3163], [1.4758, 2.2465, -0.8407], [-1.1669, -0.2695, -2.8291], [-1.0808, -1.7583, -2.1295], [-1.4926, -1.1942, 1.7267], [-1.0091, 0.1479, 1.2169], [-1.2031, 1.2502, 1.6794], [-1.0577, -1.4103, 2.7175], [-1.1779, -1.9772, 1.0249], [-2.5938, -1.1669, 1.7715]],
  "forces_ev_per_angstrom": [[0.3, -0.4, -0.3], [-1.0, 0.1, -0.4], [-0.1, -0.4, -0.3], [0.5, 0.5, -0.1], [0.1, 0.0, 0.0], [1.0, 0.3, 1.0], [0.1, 0.1, 0.0], [-0.2, -0.2, -0.4], [-0.1, -0.2, 0.0], [0.1, -0.1, -0.1], [-0.2, 0.0, 0.0], [-0.1, 0.0, 0.0], [0.0, 0.0, -0.1], [0.0, 0.2, -0.1], [-0.6, 0.1, 0.9], [1.7, -0.7, -2.6], [-1.2, 0.7, 2.1], [-0.3, 0.0, 0.0], [-0.1, 0.2, 0.2], [0.1, -0.2, 0.3]],
  "total_charge": -1,
  "lumo_energy_ev": [3.77, 3.78],
  "orbital_gap_ev": [3.28, 5.78],
  "s_squared": 0.751,
  "spin_multiplicity": 2
}

***

{
  "formula": "C3H13N2",
  "method": "wB97M-V/def2-TZVPD",
  "species": ["C", "N", "H", "H", "H", "H", "H", "H", "C", "N", "C", "H", "H", "H", "H", "H", "H", "H"],
  "positions_angstrom": [[0.9694, 2.5340, -0.0180], [0.0152, 1.5920, 0.5797], [1.0576, 3.4810, 0.4982], [0.6648, 2.6693, -1.0464], [1.9476, 2.0614, -0.0615], [0.2793, 1.2868, 1.5101], [-0.9346, 1.9339, 0.6662], [-0.0624, 0.0115, 0.0440], [-1.0457, -1.2622, -1.2825], [0.0033, -1.0385, -0.2613], [0.0181, -1.9256, 0.9464], [-2.0176, -1.0648, -0.8385], [-1.0319, -2.2769, -1.6717], [-0.8669, -0.5791, -2.0976], [0.9254, -1.0912, -0.6833], [-0.5489, -2.8405, 0.7871], [1.0723, -2.0838, 1.1569], [-0.4449, -1.4072, 1.7722]],
  "forces_ev_per_angstrom": [[0.0, -0.5, -0.2], [-0.3, -0.9, 0.4], [-0.1, 0.2, 0.1], [0.0, 0.4, -0.2], [0.1, 0.0, 0.2], [0.2, 0.5, 0.2], [0.1, 0.4, -0.1], [0.1, -0.2, -0.1], [-0.2, -0.3, 0.1], [0.0, 0.3, 0.1], [0.0, 0.3, -0.3], [0.0, 0.0, 0.0], [0.2, -0.1, 0.2], [0.0, 0.2, -0.2], [0.0, -0.2, -0.3], [0.3, -0.1, -0.2], [-0.2, -0.4, 0.3], [-0.1, 0.2, 0.2]],
  "total_charge": 1,
  "lumo_energy_ev": -3.06,
  "orbital_gap_ev": 11.29
}

***

{
  "formula": "C3H13N2O",
  "method": "wB97M-V/def2-TZVPD",
  "species": ["N", "C", "C", "N", "C", "H", "H", "H", "H", "H", "H", "H", "H", "H", "H", "H", "H", "H", "O"],
  "positions_angstrom": [[0.5730, 0.4417, -1.2960], [0.3310, -1.0229, -1.3480], [-0.9018, -1.3478, -0.4696], [-0.9443, -0.4496, 0.6625], [0.0445, -0.7496, 1.6952], [0.1968, 0.7626, -0.3797], [0.1138, 0.9737, -2.0332], [1.5668, 0.6698, -1.3271], [1.2112, -1.5453, -0.9786], [0.1791, -1.3652, -2.3682], [-0.8819, -2.4141, -0.2355], [-1.7727, -1.2064, -1.1137], [-1.8825, -0.4367, 1.0418], [1.0419, -0.7462, 1.2535], [0.0371, -0.0286, 2.5054], [-0.0907, -1.7429, 2.1214], [0.8912, 3.3519, 1.3714], [-0.0445, 3.8225, 0.2446], [0.3320, 3.0332, 0.6538]],
  "forces_ev_per_angstrom": [[0.6, 0.3, 0.1], [-0.2, -0.9, 0.2], [0.1, 0.1, -0.9], [-0.1, 0.1, 0.0], [0.1, -0.5, 0.0], [-0.4, 0.2, 0.1], [-0.1, -0.1, 0.0], [-0.1, 0.0, -0.1], [0.1, 0.3, 0.1], [0.0, 0.2, -0.1], [0.2, -0.1, 0.2], [-0.2, 0.2, 0.3], [0.1, 0.2, 0.1], [0.1, 0.1, 0.0], [-0.2, 0.2, -0.1], [0.0, -0.2, 0.1], [-0.1, 0.0, -0.1], [0.1, -0.1, 0.2], [0.0, -0.2, -0.2]],
  "total_charge": 1,
  "lumo_energy_ev": -3.16,
  "orbital_gap_ev": 10.38
}

***

{
  "formula": "C3H13N2O",
  "method": "wB97M-V/def2-TZVPD",
  "species": ["C", "C", "C", "N", "N", "H", "H", "H", "H", "H", "H", "H", "H", "H", "H", "H", "H", "H", "O"],
  "positions_angstrom": [[-1.3140, -0.0923, -0.1680], [-0.3969, -0.0948, -1.3377], [0.5027, -1.3453, -1.3501], [1.5368, -1.2005, -0.3114], [-0.4974, -0.0940, 1.1641], [-1.9157, -1.0054, -0.1610], [-1.9691, 0.7668, -0.0495], [-0.7815, 0.0503, -2.3423], [0.2830, 0.7736, -1.3408], [-0.1131, -2.2549, -1.3316], [0.9674, -1.4611, -2.3340], [1.5946, -2.0906, 0.1774], [0.4457, -0.4223, 0.7877], [2.4993, -1.1145, -0.5905], [-0.9856, -0.6438, 1.8633], [-0.4132, 0.8918, 1.4193], [0.4381, 3.6252, 1.4592], [-0.1181, 2.9860, 2.6521], [0.2370, 2.7257, 1.7937]],
  "forces_ev_per_angstrom": [[-0.9, -0.1, 1.1], [2.0, 0.4, -0.9], [0.2, 0.5, -1.5], [-0.6, -1.6, 1.3], [-0.4, 0.4, -2.3], [0.0, 0.2, 0.1], [-0.1, 0.0, -0.5], [-1.2, -0.4, 0.2], [-0.1, -0.1, 0.6], [0.3, 0.1, 0.9], [0.0, 0.4, 0.0], [-0.1, 0.0, 0.3], [0.2, -0.3, 1.0], [0.1, 0.7, -0.8], [0.4, 0.0, 0.1], [0.3, 0.1, 0.4], [0.1, -0.9, -0.3], [-0.1, -0.4, 0.3], [-0.1, 1.1, 0.1]],
  "total_charge": 1,
  "lumo_energy_ev": -2.85,
  "orbital_gap_ev": 11.39
}

***

In order of appearance, E = -745.38823, -422.40593, -422.39579, -497.68226, -436.86895, -1093.60310, -497.34749, -549.69163, -1947.23898, -231.36083, -306.61052, -306.61259 a.u..
In order of appearance, F_max = 0.9, 3.6, 2.9, 6.7, 0.1, 2.9, 3.3, 2.0, 3.2, 1.1, 0.9, 2.3 eV/A.